# 1
{
  "formula": "C29H57Cl13N2O2",
  "method": "the ωB97M-V functional and the def2-TZVPD basis",
  "homo_ev": [-8.8, -9.7],
  "charge": 0,
  "spin_multiplicity": 3,
  "lumo_energy_ev": [0.332, -0.347],
  "elements": ["C", "C", "C", "C", "C", "C", "N", "O", "C", "C", "C", "H", "H", "H", "H", "H", "H", "H", "H", "H", "H", "H", "H", "H", "H", "H", "H", "H", "H", "C", "C", "C", "C", "C", "C", "N", "O", "C", "C", "C", "H", "H", "H", "H", "H", "H", "H", "H", "H", "H", "H", "H", "H", "H", "H", "H", "H", "H", "Cl", "C", "C", "Cl", "H", "H", "H", "H", "Cl", "C", "C", "Cl", "H", "H", "H", "H", "Cl", "C", "C", "Cl", "H", "H", "H", "H", "Cl", "C", "C", "Cl", "H", "H", "H", "H", "Cl", "C", "C", "Cl", "H", "H", "H", "H", "C", "Cl", "Cl", "Cl", "H"],
  "positions_angstrom": [[-7.219, -11.003, -18.773], [-6.519, -11.456, -20.098], [-7.290, -10.634, -21.199], [-6.920, -9.134, -21.142], [-5.352, -9.009, -21.302], [-4.630, -9.734, -20.123], [-5.082, -11.176, -20.067], [-4.282, -11.892, -19.096], [-3.122, -9.651, -20.446], [-4.805, -8.821, -18.859], [-6.784, -12.937, -20.460], [-7.923, -11.745, -18.396], [-7.906, -10.158, -18.793], [-6.446, -10.790, -18.034], [-7.209, -11.095, -22.184], [-8.376, -10.713, -21.154], [-7.366, -8.541, -20.344], [-7.338, -8.653, -22.026], [-5.126, -7.945, -21.377], [-5.013, -9.355, -22.278], [-2.841, -8.714, -20.927], [-2.580, -9.775, -19.508], [-2.811, -10.420, -21.153], [-4.200, -9.119, -18.003], [-4.668, -7.751, -19.018], [-5.870, -8.686, -18.670], [-6.256, -13.671, -19.851], [-6.634, -13.034, -21.535], [-7.814, -13.195, -20.213], [3.120, 1.712, -24.837], [4.144, 0.863, -24.141], [5.190, 1.918, -23.604], [6.152, 1.322, -22.631], [5.277, 0.926, -21.454], [4.300, -0.258, -21.781], [3.551, 0.059, -23.016], [2.397, -0.808, -23.418], [5.084, -1.480, -21.897], [3.363, -0.417, -20.590], [5.006, 0.043, -25.178], [2.571, 2.349, -24.143], [2.352, 1.058, -25.249], [3.432, 2.341, -25.671], [5.783, 2.353, -24.409], [4.738, 2.804, -23.156], [6.977, 1.970, -22.334], [6.611, 0.434, -23.068], [4.742, 1.802, -21.088], [5.914, 0.664, -20.609], [4.400, -2.321, -21.780], [5.621, -1.556, -22.842], [5.971, -1.449, -21.265], [2.668, -1.252, -20.680], [3.933, -0.580, -19.676], [2.772, 0.461, -20.325], [5.599, -0.713, -24.663], [5.747, 0.714, -25.613], [4.491, -0.550, -25.935], [5.315, -9.883, -6.218], [6.280, -11.357, -5.984], [5.905, -12.559, -6.968], [6.489, -12.251, -8.674], [5.977, -11.660, -4.982], [7.304, -11.027, -6.161], [4.890, -12.957, -6.989], [6.436, -13.485, -6.747], [13.734, -11.032, -22.680], [13.784, -12.471, -21.683], [12.999, -12.269, -20.399], [13.273, -13.790, -19.439], [14.826, -12.710, -21.469], [13.361, -13.275, -22.285], [11.971, -11.926, -20.514], [13.510, -11.473, -19.858], [7.156, -8.232, -16.534], [5.871, -8.094, -15.332], [4.661, -7.485, -16.121], [3.258, -7.149, -15.073], [6.341, -7.493, -14.554], [5.669, -9.130, -15.061], [4.210, -8.070, -16.923], [5.017, -6.507, -16.447], [2.495, 0.356, -12.494], [2.760, -1.256, -11.873], [4.232, -1.657, -11.695], [5.331, -1.651, -13.111], [2.213, -1.993, -12.461], [2.290, -1.262, -10.890], [4.414, -2.594, -11.167], [4.862, -0.987, -11.110], [11.831, -2.245, -18.222], [12.130, -3.807, -17.358], [13.247, -4.379, -18.234], [12.637, -5.149, -19.754], [11.194, -4.363, -17.302], [12.503, -3.457, -16.395], [13.652, -5.185, -17.622], [13.957, -3.619, -18.560], [-0.040, -12.973, -11.688], [-0.046, -14.399, -10.584], [1.453, -12.846, -12.518], [-0.286, -11.551, -10.613], [-0.915, -13.039, -12.335]],
  "lowdin_spin": [0.018, 0.025, 0.000, 0.000, 0.000, 0.018, 0.323, 0.596, 0.001, 0.012, 0.002, 0.002, 0.001, 0.001, 0.000, 0.000, 0.000, 0.000, 0.000, 0.001, 0.000, -0.001, 0.000, 0.002, 0.001, 0.000, -0.001, 0.000, 0.000, 0.003, 0.017, 0.000, 0.000, 0.001, 0.021, 0.367, 0.555, 0.014, 0.004, 0.015, 0.000, -0.001, 0.000, 0.000, 0.000, 0.000, 0.000, 0.000, 0.000, 0.001, 0.000, 0.002, -0.001, 0.000, 0.000, 0.000, 0.001, 0.002, 0.000, 0.000, 0.000, 0.000, 0.000, 0.000, 0.000, 0.000, 0.000, 0.000, 0.000, 0.000, 0.000, 0.000, 0.000, 0.000, 0.000, 0.000, 0.000, 0.000, 0.000, 0.000, 0.000, 0.000, 0.000, 0.000, 0.000, 0.000, 0.000, 0.000, 0.000, 0.000, 0.000, 0.000, 0.000, 0.000, 0.000, 0.000, 0.000, 0.000, 0.000, 0.000, 0.000, 0.000, 0.000]
}

---

# 2
{
  "formula": "C10H15N3",
  "method": "the ωB97M-V functional and the def2-TZVPD basis",
  "homo_ev": -8.8,
  "charge": 0,
  "spin_multiplicity": 1,
  "lumo_energy_ev": 0.631,
  "elements": ["C", "C", "C", "C", "C", "C", "N", "C", "N", "N", "C", "C", "C", "H", "H", "H", "H", "H", "H", "H", "H", "H", "H", "H", "H", "H", "H", "H"],
  "positions_angstrom": [[2.760, 2.185, 0.772], [2.703, 0.786, 0.127], [1.993, -0.303, -0.167], [0.687, -0.884, -0.091], [0.180, -0.949, -1.589], [-0.359, -0.274, 0.906], [-1.623, 0.223, 0.325], [-1.675, 1.339, -0.458], [-2.865, 1.558, -0.874], [-3.614, 0.507, -0.532], [-2.930, -0.225, 0.257], [-3.547, -1.475, 0.890], [3.448, -0.272, -0.599], [1.726, 2.326, 0.976], [3.370, 2.126, 1.636], [3.079, 2.913, 0.078], [0.909, -1.887, 0.194], [1.038, -1.229, -2.166], [-0.024, 0.111, -1.879], [-0.666, -1.683, -1.570], [-0.701, -0.986, 1.645], [0.084, 0.598, 1.365], [-0.789, 2.058, -0.579], [-3.412, -2.206, 0.182], [-2.908, -1.775, 1.784], [-4.609, -1.348, 1.131], [3.569, -0.244, -1.681], [4.173, -0.990, -0.082]],
  "mulliken_charge": [-1.149, -0.050, -0.079, 0.802, -1.478, -0.923, 0.081, -0.106, -0.526, -0.480, 0.814, -1.104, -0.547, 0.278, 0.327, 0.349, 0.307, 0.568, 0.319, 0.288, 0.241, 0.428, 0.345, 0.281, 0.277, 0.348, 0.201, 0.188]
}

---

# 3
{
  "formula": "C13H29BF5N4O2PS",
  "method": "the ωB97M-V functional and the def2-TZVPD basis",
  "homo_ev": -9.1,
  "charge": 0,
  "spin_multiplicity": 1,
  "lumo_energy_ev": -1.332,
  "elements": ["C", "C", "C", "N", "N", "C", "C", "F", "P", "N", "N", "S", "C", "C", "C", "C", "C", "O", "O", "C", "C", "C", "H", "H", "H", "H", "H", "H", "H", "H", "H", "H", "H", "H", "H", "H", "H", "H", "H", "H", "H", "H", "H", "H", "H", "H", "H", "H", "H", "H", "H", "B", "F", "F", "F", "F"],
  "positions_angstrom": [[3.966, 2.007, -1.006], [4.261, 0.659, -1.950], [4.203, -0.619, -0.873], [2.952, -1.451, -0.985], [1.833, -0.868, -0.427], [1.851, -0.707, 1.073], [0.452, -0.208, 1.754], [0.466, 1.287, 1.827], [0.548, -0.792, 3.616], [-0.680, -1.754, 4.046], [-0.814, -0.803, 1.207], [-2.096, 0.263, 1.775], [-0.824, -0.978, -0.290], [-2.140, -1.940, -0.639], [-0.974, 0.459, -1.117], [-2.481, 0.752, -1.682], [-2.572, 2.390, -2.005], [-2.085, 2.951, -3.119], [-3.213, 3.237, -0.965], [0.579, -1.661, -0.852], [0.698, -3.272, -0.608], [0.419, -3.790, 0.918], [4.520, 2.973, -1.430], [4.340, 1.883, 0.097], [2.791, 2.170, -0.937], [3.468, 0.573, -2.806], [5.374, 0.721, -2.316], [4.485, -0.288, 0.226], [5.102, -1.325, -1.217], [2.723, -1.649, -2.006], [1.773, 0.115, -0.831], [2.321, -1.681, 1.577], [2.646, 0.153, 1.306], [0.664, 0.404, 4.458], [1.790, -1.516, 3.788], [-0.292, -2.679, 4.340], [-1.765, 0.853, 3.009], [-3.150, -1.519, -0.228], [-2.037, -3.032, -0.167], [-2.221, -2.133, -1.814], [-0.670, 1.399, -0.461], [-0.250, 0.511, -2.066], [-3.346, 0.564, -0.882], [-2.712, 0.208, -2.712], [-3.590, 2.632, -0.238], [0.536, -1.516, -2.037], [-0.148, -3.775, -1.287], [1.703, -3.764, -0.961], [-0.578, -3.420, 1.404], [1.303, -3.603, 1.677], [0.320, -4.979, 0.851], [-5.890, 5.311, 0.394], [-4.675, 6.109, 0.395], [-5.632, 4.032, 1.035], [-6.933, 6.016, 1.121], [-6.322, 5.089, -0.977]],
  "mulliken_charge": [-0.765, -0.326, -0.677, -0.695, 0.829, -1.400, 0.631, -0.310, 0.144, -0.592, 0.234, -0.100, 0.726, -1.458, -0.602, -0.457, 0.362, -0.587, -0.364, -0.819, -0.622, -0.913, 0.313, 0.223, 0.184, 0.248, 0.322, 0.318, 0.338, 0.352, 0.342, 0.362, 0.502, 0.168, 0.114, 0.247, 0.200, 0.378, 0.305, 0.309, 0.278, 0.242, 0.286, 0.279, 0.326, 0.560, 0.372, 0.344, 0.234, 0.225, 0.375, 0.668, -0.420, -0.418, -0.396, -0.418]
}